Record 1
This record from the Open Molecules 2025 dataset describes a cluster of 13 separate species, C39H104O13 in total in a non-equilibrium geometry. The level of theory is wB97M-V/def2-TZVPD.

Geometry as XYZ:
```
156
Properties=species:S:1:pos:R:3:mulliken_spin:R:1
C 19.8086 -19.2673 0.2983 0.189
C 20.2632 -17.8205 0.5464 -0.013
C 21.6865 -17.4700 0.1312 0.400
O 19.2957 -16.9968 -0.0939 -0.447
H 19.9371 -19.5479 -0.7471 -0.208
H 18.7578 -19.2558 0.5877 0.080
H 20.3529 -20.0221 0.8660 0.073
H 20.2183 -17.6615 1.6238 0.146
H 22.4645 -17.9061 0.7578 0.353
H 21.8126 -16.3999 -0.0334 -0.006
H 21.9396 -17.8668 -0.8519 -0.425
H 19.3081 -17.3018 -1.0040 0.147
C 23.2443 -19.2109 6.4814 -0.049
C 22.8361 -20.4720 7.1909 0.022
C 24.0599 -21.1792 7.8145 0.049
O 21.9301 -20.1382 8.2318 -0.120
H 23.8815 -18.5968 7.1178 -0.019
H 22.3984 -18.5762 6.2175 -0.013
H 23.8128 -19.4489 5.5824 0.017
H 22.3184 -21.1710 6.5341 0.041
H 24.3369 -20.7016 8.7543 0.023
H 24.9625 -21.1053 7.2079 0.000
H 23.8373 -22.2439 7.8850 -0.026
H 21.8936 -20.9572 8.7313 0.017
C 25.6113 -15.3326 9.1931 0.013
C 24.4798 -16.3480 9.0272 -0.031
C 24.4090 -17.3703 10.1197 0.012
O 23.2697 -15.5693 9.0030 0.002
H 25.4501 -14.8069 10.1343 -0.004
H 25.5489 -14.6108 8.3787 0.001
H 26.6008 -15.7623 9.3494 0.002
H 24.5936 -16.8652 8.0745 -0.001
H 25.3330 -17.9485 10.1316 0.002
H 23.6189 -18.1045 9.9622 -0.001
H 24.2313 -16.8899 11.0818 -0.001
H 22.6028 -16.1948 8.7103 0.001
C 19.0357 -17.4213 8.7051 0.036
C 20.2348 -17.1628 7.8480 -0.130
C 20.3440 -15.7058 7.5032 0.030
O 21.3929 -17.5364 8.5402 0.045
H 18.9396 -16.8317 9.6168 0.000
H 18.9237 -18.4420 9.0709 0.011
H 18.1082 -17.2586 8.1561 -0.009
H 20.2720 -17.6852 6.8921 0.012
H 21.1789 -15.5139 6.8292 0.005
H 20.5778 -15.0407 8.3345 -0.007
H 19.4094 -15.3394 7.0784 0.020
H 21.4334 -18.4817 8.7024 0.008
C 20.0492 -19.8259 4.1039 0.089
C 19.5747 -21.0069 4.8776 0.005
C 18.7247 -20.6479 6.1637 0.091
O 18.6817 -21.7768 4.0914 -0.097
H 20.7077 -19.1710 4.6745 -0.008
H 19.2394 -19.2266 3.6877 -0.023
H 20.6801 -20.1176 3.2642 0.062
H 20.4751 -21.5624 5.1395 0.005
H 19.2836 -20.1797 6.9739 -0.024
H 18.2930 -21.5528 6.5912 -0.010
H 17.8357 -20.0721 5.9061 -0.007
H 17.9671 -21.1606 3.9149 0.013
C 28.0340 -15.3087 0.4417 0.048
C 26.5063 -15.4359 0.5453 0.578
C 26.0354 -16.9363 0.6158 -0.163
O 25.9611 -14.6722 1.6360 -0.742
H 28.2720 -15.8316 -0.4845 -0.065
H 28.4177 -15.9279 1.2525 0.042
H 28.4668 -14.3177 0.5790 0.041
H 26.1632 -14.9753 -0.3811 0.150
H 26.5324 -17.4995 1.4057 0.063
H 26.2849 -17.4195 -0.3289 -0.206
H 24.9515 -17.0017 0.7105 0.338
H 26.2194 -13.7495 1.5768 0.163
C 23.5572 -12.8751 -2.3916 0.790
C 22.5166 -12.9292 -1.2801 0.661
C 23.0795 -13.7238 -0.0728 -0.935
O 22.1610 -11.6216 -0.8515 -0.979
H 24.4955 -12.4792 -2.0031 0.077
H 23.2903 -12.2716 -3.2592 -0.213
H 23.6818 -13.8995 -2.7425 -0.215
H 21.6552 -13.4789 -1.6595 -0.141
H 23.9877 -13.2367 0.2823 0.005
H 23.3806 -14.7513 -0.2770 -0.142
H 22.3745 -13.6918 0.7579 0.376
H 21.6331 -11.1913 -1.5280 0.404
C 23.9303 -14.2000 4.1009 0.024
C 23.9605 -15.7412 4.2808 0.017
C 22.7317 -16.4031 3.7713 -0.003
O 25.0663 -16.2649 3.6267 -0.013
H 23.1859 -13.7751 4.7743 -0.003
H 23.7703 -13.9280 3.0576 -0.083
H 24.9163 -13.7814 4.3025 0.006
H 23.9732 -15.9873 5.3426 -0.005
H 21.8076 -15.9433 4.1216 0.021
H 22.7109 -17.4456 4.0890 -0.037
H 22.6400 -16.4662 2.6870 0.001
H 25.1828 -15.7705 2.8121 0.041
C 18.5679 -14.8619 3.6824 -0.018
C 18.4303 -14.1817 2.2589 0.028
C 19.7853 -13.8549 1.6588 -0.360
O 17.7539 -15.0081 1.3210 -0.020
H 17.5730 -15.0559 4.0832 -0.024
H 19.1697 -14.2320 4.3375 0.014
H 19.1198 -15.8018 3.6693 0.033
H 17.8297 -13.2847 2.4098 0.019
H 19.7559 -13.2833 0.7312 0.304
H 20.5001 -14.6676 1.5294 0.314
H 20.2187 -13.0442 2.2446 -0.075
H 18.4132 -15.5655 0.9012 0.042
C 28.8818 -13.1799 3.7642 0.035
C 29.3924 -13.4946 5.2324 -0.015
C 28.9461 -14.8560 5.7333 0.026
O 30.8100 -13.3205 5.3465 -0.027
H 29.3826 -13.8988 3.1157 0.002
H 29.1148 -12.1828 3.3905 -0.021
H 27.8108 -13.3532 3.6598 0.010
H 28.9433 -12.8961 6.0250 0.021
H 29.2774 -15.2202 6.7058 0.005
H 29.2136 -15.6179 5.0011 0.010
H 27.8596 -14.7697 5.7467 -0.008
H 31.0355 -12.3894 5.4070 0.001
C 28.0767 -17.9323 3.9219 0.013
C 26.9938 -18.7058 4.6821 -0.006
C 26.7632 -18.0999 6.1156 -0.026
O 25.7959 -18.7055 3.9821 -0.032
H 27.7923 -16.8980 3.7285 -0.001
H 28.2874 -18.2327 2.8956 0.017
H 29.0646 -17.9200 4.3823 -0.001
H 27.3327 -19.7414 4.7114 0.004
H 27.4958 -18.4356 6.8496 -0.013
H 25.7905 -18.4442 6.4668 0.028
H 26.7526 -17.0141 6.2112 0.016
H 25.5376 -17.7944 3.8247 0.017
C 22.6015 -10.6254 2.9606 0.069
C 23.2662 -9.8053 1.8536 0.081
C 24.1954 -8.8202 2.3730 -0.057
O 24.0829 -10.6541 1.0586 0.056
H 23.3599 -11.2109 3.4804 0.081
H 21.8217 -11.3155 2.6384 -0.041
H 22.1326 -9.9637 3.6888 -0.061
H 22.5489 -9.4255 1.1261 0.070
H 23.6434 -8.1656 3.0474 0.003
H 24.5008 -8.1593 1.5618 -0.008
H 25.0874 -9.2256 2.8506 0.022
H 23.5721 -11.1906 0.4480 0.221
C 25.3927 -12.1437 7.0118 -0.003
C 26.5017 -11.2375 6.4735 0.016
C 26.2724 -10.8866 4.9806 -0.056
O 26.4332 -10.0572 7.2261 -0.019
H 25.5374 -12.2906 8.0821 0.004
H 25.3884 -13.1248 6.5369 -0.006
H 24.3771 -11.7711 6.8777 0.004
H 27.4585 -11.7054 6.7052 0.031
H 25.2675 -10.4861 4.8464 0.035
H 26.3276 -11.7286 4.2906 0.025
H 27.0606 -10.1630 4.7730 -0.032
H 27.0243 -10.2224 7.9643 0.003
```

## Properties
Lowest unoccupied orbital energy (alpha / beta), eV: 1.9 / 1.8
Spin multiplicity: 2
Net charge: -1
HOMO-LUMO gap (alpha / beta), eV: 1.25 / 9.37
<S²>: 0.7503



Record 2
This record from the Open Molecules 2025 dataset describes a cluster of 15 separate species, C39H105N27O15 in total in a non-equilibrium geometry. The level of theory is wB97M-V/def2-TZVPD.

Geometry as XYZ:
```
186
Properties=species:S:1:pos:R:3:lowdin_charge:R:1
C -1.6938 3.4971 0.6275 -0.024
C -1.0841 2.1030 0.5887 -0.479
C -2.2076 1.2347 0.0205 -0.147
C -1.6806 -0.0880 -0.5170 -0.150
C -0.5638 0.1325 -1.5322 -0.142
C 0.6065 0.9898 -1.0581 -0.479
N 0.1062 2.0955 -0.2453 -0.084
O 1.0841 3.0420 0.1067 -0.036
C 1.6080 0.1268 -0.2909 -0.009
C 1.2585 1.5506 -2.3301 -0.017
C -0.8348 1.5995 2.0215 -0.021
H -2.0768 3.8213 -0.3372 0.065
H -0.9575 4.1763 1.0483 0.051
H -2.5056 3.5932 1.3516 0.074
H -3.0540 1.0679 0.6912 0.124
H -2.7561 1.7050 -0.8074 0.090
H -2.5208 -0.6543 -0.9258 0.091
H -1.2939 -0.6521 0.3435 0.111
H -1.0243 0.4551 -2.4714 0.097
H -0.2482 -0.8993 -1.7206 0.100
H 1.2664 -0.1578 0.7060 0.070
H 1.8043 -0.8166 -0.8080 0.070
H 2.5668 0.6220 -0.1114 0.072
H 0.5528 2.0027 -3.0226 0.065
H 2.0634 2.2311 -2.0456 0.068
H 1.7246 0.7088 -2.8555 0.071
H -0.0648 0.8245 1.9719 0.045
H -1.6950 1.1146 2.4843 0.088
H -0.4666 2.3642 2.7097 0.082
H 1.4500 2.6746 0.9404 0.038
C 1.5301 -3.3905 1.4089 -0.031
C 2.6202 -4.2831 0.7839 -0.502
C 3.1531 -3.5157 -0.4330 -0.152
C 4.4754 -4.0719 -0.9265 -0.181
C 5.4526 -4.0463 0.2441 -0.129
C 5.0033 -4.9304 1.4349 -0.517
N 3.6767 -4.4450 1.7834 -0.098
O 3.1414 -5.0699 2.9355 -0.017
C 5.0673 -6.4343 1.1426 -0.018
C 6.0133 -4.5800 2.5395 -0.040
C 1.9983 -5.5809 0.2507 -0.018
H 1.0717 -3.8519 2.2746 0.072
H 0.7916 -3.2188 0.6205 0.074
H 2.0080 -2.4221 1.5661 0.078
H 2.3964 -3.5292 -1.2285 0.120
H 3.2597 -2.4347 -0.2826 0.104
H 4.9315 -3.5808 -1.7907 0.109
H 4.3696 -5.0941 -1.3107 0.098
H 5.5229 -3.0242 0.6051 0.119
H 6.3708 -4.5280 -0.1040 0.128
H 6.0444 -6.8782 1.3258 0.081
H 4.3859 -6.9628 1.8132 0.084
H 4.7367 -6.6206 0.1204 0.064
H 7.0146 -4.9313 2.2851 0.085
H 6.2047 -3.4991 2.5349 0.077
H 5.6925 -4.8252 3.5506 0.078
H 1.8497 -6.2997 1.0660 0.089
H 2.7145 -6.1362 -0.3574 0.065
H 1.0473 -5.3835 -0.2358 0.075
H 3.2798 -4.4189 3.6293 0.100
C -4.4780 -3.0771 -1.2028 -0.044
C -4.1820 -4.1538 -0.1672 -0.516
C -3.2338 -5.1450 -0.8582 -0.149
C -2.5516 -6.0791 0.1208 -0.175
C -1.9415 -5.3008 1.2864 -0.134
C -2.7730 -4.2357 1.9911 -0.508
N -3.5325 -3.5140 0.9726 -0.098
O -4.3452 -2.5085 1.5443 -0.002
C -3.6206 -4.8710 3.0969 -0.029
C -1.8041 -3.2513 2.6594 -0.041
C -5.4675 -4.8660 0.2673 -0.016
H -3.6117 -2.4289 -1.3681 0.058
H -5.1739 -2.3136 -0.8259 0.084
H -4.9567 -3.4290 -2.1147 0.083
H -3.7758 -5.6400 -1.6695 0.120
H -2.4911 -4.5832 -1.4481 0.104
H -1.7052 -6.6106 -0.3194 0.108
H -3.3139 -6.8164 0.3939 0.109
H -1.0844 -4.7972 0.8169 0.093
H -1.4760 -6.0310 1.9528 0.129
H -3.0567 -4.9526 4.0331 0.082
H -4.4198 -4.1948 3.4176 0.086
H -4.0415 -5.8557 2.8941 0.075
H -1.1322 -3.7871 3.3284 0.084
H -1.2402 -2.7243 1.8872 0.068
H -2.3741 -2.5216 3.2302 0.070
H -6.1187 -4.1443 0.7650 0.089
H -5.2200 -5.6668 0.9635 0.066
H -6.0625 -5.2773 -0.5511 0.086
H -3.8562 -1.7061 1.3340 0.097
C -2.8962 7.4008 1.7453 -0.684
O -1.9977 7.2794 2.5625 0.037
N -4.1133 7.8886 2.1354 0.145
N -2.7444 7.0823 0.4370 0.164
H -4.2349 8.0540 3.1199 0.102
H -4.9406 8.0981 1.6075 0.088
H -3.4707 7.1383 -0.2517 0.087
H -1.8560 6.6733 0.1543 0.044
C 1.7491 -1.6218 -6.9922 -0.689
O 1.6324 -2.8211 -7.1580 0.027
N 1.1603 -0.9867 -5.9117 0.141
N 2.3443 -0.7689 -7.8823 0.152
H 0.9985 0.0025 -5.9097 0.088
H 1.1917 -1.5422 -5.0777 0.079
H 2.4231 -1.0151 -8.8499 0.102
H 2.4596 0.1740 -7.5584 0.087
C -6.3426 1.4677 -1.0818 -0.679
O -6.6273 0.6877 -0.1810 0.002
N -6.9950 2.6648 -1.2486 0.151
N -5.2351 1.3076 -1.8690 0.169
H -6.7975 3.3112 -1.9879 0.086
H -7.7625 2.6956 -0.6000 0.098
H -4.7975 2.1068 -2.3085 0.044
H -4.7416 0.4488 -1.7085 0.084
C -0.1147 -1.2200 5.1619 -0.670
O -1.3180 -1.2202 4.9675 0.020
N 0.7341 -0.3639 4.5225 0.173
N 0.4882 -2.2285 5.8763 0.149
H 0.3856 0.1113 3.7099 0.058
H 1.7031 -0.6323 4.5368 0.089
H 1.4532 -2.1555 6.1464 0.086
H -0.1038 -2.8108 6.4399 0.102
C 1.1135 5.9774 3.7070 -0.681
O 0.6016 6.9180 4.2623 0.052
N 0.5892 5.4891 2.5426 0.173
N 2.2817 5.3623 4.0825 0.147
H -0.1830 5.9935 2.1383 0.063
H 0.9380 4.6668 2.0839 0.058
H 2.8117 5.7443 4.8413 0.096
H 2.6851 4.6204 3.5469 0.051
C -2.7625 4.1864 4.6360 -0.676
O -2.3557 5.2747 5.0029 0.034
N -2.5966 3.0498 5.3963 0.146
N -3.6457 4.1303 3.5880 0.155
H -3.0770 2.2019 5.1614 0.087
H -2.3487 3.3264 6.3294 0.098
H -4.0476 3.2765 3.2534 0.091
H -3.7978 5.0583 3.2321 0.088
C -2.6396 -1.7203 -4.3316 -0.673
O -2.8996 -0.5407 -4.5505 0.009
N -1.4694 -2.0961 -3.7319 0.170
N -3.5128 -2.7177 -4.6427 0.167
H -1.0519 -1.3549 -3.2035 0.038
H -1.3781 -3.0539 -3.4404 0.095
H -3.3068 -3.6659 -4.3925 0.094
H -4.2451 -2.4626 -5.2787 0.110
C 3.2166 2.1082 3.2055 -0.642
O 2.2865 2.1309 2.3931 -0.007
N 4.5059 1.9211 2.8253 0.191
N 3.0383 2.4130 4.5193 0.163
H 5.1796 2.2918 3.4718 0.108
H 4.7235 1.7662 1.8542 0.073
H 2.1006 2.6133 4.8271 0.113
H 3.7043 2.0841 5.1958 0.107
C -3.2616 3.7455 -3.2173 -0.668
O -4.4234 3.5573 -3.5714 -0.002
N -2.8919 4.9642 -2.7067 0.178
N -2.2959 2.8001 -3.3201 0.195
H -3.7084 5.5071 -2.4849 0.100
H -2.0335 5.1696 -2.2142 0.049
H -2.4905 1.9930 -3.8927 0.098
H -1.3663 3.0591 -3.0403 0.063
C 5.2220 0.1896 -5.0601 -0.667
O 5.3019 1.3842 -4.8348 0.008
N 6.2091 -0.5103 -5.7151 0.151
N 4.2048 -0.6053 -4.5941 0.166
H 6.0128 -1.4188 -6.0916 0.093
H 7.0259 0.0076 -5.9770 0.102
H 3.5359 -0.1861 -3.9778 0.079
H 4.3258 -1.5904 -4.7361 0.096
C 5.1321 2.2013 -0.8788 -0.669
O 5.3539 1.0844 -0.4318 0.010
N 5.5536 2.5963 -2.1104 0.166
N 4.2512 3.0637 -0.2612 0.157
H 5.3773 3.4747 -2.5582 0.098
H 5.9996 1.8871 -2.6667 0.082
H 3.6307 2.6805 0.4326 0.045
H 3.8314 3.7549 -0.8589 0.088
C 0.1200 6.1468 -1.8897 -0.636
O -0.4580 6.0986 -0.8229 0.023
N 0.2735 7.2521 -2.6637 0.178
N 0.5290 4.9580 -2.5329 0.153
H 0.2906 8.1655 -2.2467 0.115
H 0.6003 7.1263 -3.6042 0.102
H 0.4516 4.2250 -1.8278 0.063
H 1.4577 5.0257 -2.9253 0.094
```

## Properties
Lowest unoccupied orbital energy, eV: -0.1
HOMO-LUMO gap, eV: 7.92



In eV, the DFT total energy values for the records above are, in order, -68744.96960 -113100.20223.